# C5H5BaFO4

C5H5BaFO4 as an isolated structure (the ωB97M-V functional and the def2-TZVPD basis, the OMol25 dataset).

Summary:
Energy relative to the best compared isomer or geometry (same formula, charge and spin)   1.4 kcal per mole
E   -16858.403 eV

```
! RIJCOSX wB97M-V def2-TZVPD def2/J DEFGRID3
* xyz 1 2
C -1.324 0.837 -1.119
C -1.390 1.549 0.240
O -2.779 1.805 0.430
C -3.501 1.158 -0.488
O -2.711 0.511 -1.349
O -4.698 1.122 -0.502
O -0.560 -0.196 -1.248
F -1.039 1.793 -2.102
H -0.837 2.493 0.244
Ba 1.826 -1.288 -1.433
H -1.006 0.890 1.049
C 3.409 -2.530 1.441
C 3.506 -1.353 0.848
H 2.460 -2.933 1.813
H 4.295 -3.177 1.538
H 4.347 -0.681 0.638
*
```